Molecular formula: C24H25MnN12P
Method: DFT, ωB97M-V with the def2-TZVPD basis set

```
63
Properties=species:S:1:pos:R:3:lowdin_spin:R:1
Mn 0.1578 -0.1614 -0.2403 2.843
C -4.1492 3.0125 -1.8208 0.001
N -3.3195 1.8409 -1.8419 0.004
C -3.4272 0.7791 -2.6747 0.001
C -2.4020 -0.0715 -2.3585 0.007
N -1.6774 0.4567 -1.3370 0.036
C -2.2619 1.6217 -1.0357 0.009
P -1.8023 2.8520 0.2618 0.002
C 0.9693 2.7109 0.3583 0.006
N 1.3357 1.4292 0.3549 0.013
C 2.4973 1.3581 1.0762 0.007
C 2.8333 2.6085 1.4988 0.000
N 1.8710 3.4551 1.0348 0.002
C 1.8810 4.8865 1.1823 0.000
C -1.5238 1.5597 1.5364 0.004
N -0.8716 0.3932 1.4242 -0.009
C -0.9747 -0.2111 2.6372 0.004
C -1.7255 0.5709 3.4724 -0.001
N -2.0720 1.6730 2.7672 0.005
C -2.9170 2.7421 3.2345 0.000
H -4.6292 3.1339 -2.7888 0.000
H -3.5300 3.8872 -1.6174 0.000
H -4.9166 2.9324 -1.0492 0.000
H -4.2022 0.6908 -3.4074 0.000
H -2.1570 -1.0187 -2.7995 0.000
H 3.0215 0.4319 1.2268 0.002
H 3.6456 2.9472 2.1081 0.000
H 2.8833 5.1976 1.4715 0.000
H 1.1784 5.2173 1.9502 0.000
H 1.6191 5.3590 0.2357 0.000
H -0.5001 -1.1483 2.8607 0.000
H -2.0415 0.3985 4.4821 0.000
H -3.4518 2.4234 4.1278 0.000
H -3.6499 3.0050 2.4710 0.000
H -2.3259 3.6250 3.4812 0.000
N 3.0756 -1.0169 -3.1108 0.006
C 2.2890 -0.0663 -2.5923 0.011
N 1.4879 -0.6136 -1.6878 -0.004
C 1.8522 -1.9426 -1.6961 0.007
N 2.8108 -2.1915 -2.5576 0.001
C 1.1528 -2.8480 -0.8186 0.011
C 1.3746 -4.2264 -0.7661 -0.002
N 0.6764 -5.0031 0.0300 0.009
C -0.2713 -4.4429 0.7606 -0.002
C -0.5035 -3.0729 0.7361 0.011
N 0.2209 -2.2548 -0.0316 0.007
H 3.7867 -0.9365 -3.8286 0.000
H 2.3302 0.9687 -2.8723 0.000
H 2.1373 -4.6853 -1.3742 0.000
H -0.8544 -5.0981 1.3896 0.000
H -1.2831 -2.6304 1.3390 0.000
N -0.1747 3.2611 -0.2077 0.002
C -0.0965 3.7023 -1.5872 0.000
C -0.3113 5.0274 -1.9390 0.000
C -0.2760 5.3904 -3.2792 0.000
C -0.0171 4.4442 -4.2578 0.000
C 0.2096 3.1228 -3.9014 0.000
C 0.1702 2.7565 -2.5688 0.002
H -0.5099 5.7682 -1.1798 0.000
H -0.4490 6.4177 -3.5644 0.000
H -0.0019 4.7311 -5.2978 0.000
H 0.4037 2.3754 -4.6579 0.000
H 0.3147 1.7246 -2.2618 0.002
```

F_max ... 1.451 eV Å⁻¹
LUMO (alpha / beta) ... -5.732 / -5.954 eV
Multiplicity ... 4
Total charge ... +2
Frontier orbital gap (alpha / beta) ... 8.3 / 7.7 eV
Total energy ... -83773.0189 eV

---

Molecular formula: C24H25N4O4RuS2
Method: DFT, ωB97M-V with the def2-TZVPD basis set

```
60
Properties=species:S:1:pos:R:3:lowdin_charge:R:1
Ru 1.5108 1.4808 -1.1132 1.174
C -2.1282 0.0648 -0.2811 0.012
C -0.9462 0.1881 -1.1842 -0.169
N -0.3368 1.4620 -1.2254 -0.192
N -1.1598 2.4446 -1.4868 0.014
C -0.5199 3.5998 -1.7076 -1.049
S 1.1645 3.6256 -1.8053 0.753
S -1.4212 5.0492 -1.9578 0.962
C -3.0908 4.5689 -1.4317 -0.398
C -3.2172 4.0427 -0.0209 -0.305
C -2.4918 4.5761 1.0389 -0.055
C -2.6593 4.0802 2.3240 -0.069
C -3.5620 3.0534 2.5660 -0.083
C -4.2985 2.5260 1.5146 -0.088
C -4.1202 3.0149 0.2284 -0.068
C -0.4376 -0.7961 -1.9885 -0.102
C -1.1233 -2.0650 -2.0872 -0.016
C -0.8006 -2.9485 -3.0484 -0.035
C 0.2338 -2.6468 -3.9922 -0.007
C 0.9444 -1.4984 -3.9336 0.019
C 0.6956 -0.5614 -2.8883 -0.290
O 1.4702 0.4435 -2.7908 -0.112
H -3.0465 0.2795 -0.8341 0.109
H -2.0630 0.7950 0.5235 0.088
H -2.2017 -0.9364 0.1357 0.085
H -3.4979 3.8611 -2.1517 0.083
H -3.6411 5.5057 -1.5483 0.092
H -1.7881 5.3803 0.8599 0.106
H -2.0911 4.5051 3.1413 0.109
H -3.6999 2.6764 3.5710 0.106
H -5.0168 1.7364 1.6953 0.108
H -4.6988 2.6016 -0.5900 0.116
H -1.9236 -2.2827 -1.3964 0.115
H -1.3247 -3.8909 -3.1243 0.120
H 0.4580 -3.3713 -4.7648 0.125
H 1.7490 -1.2761 -4.6198 0.134
C 0.1717 -3.3039 1.5642 -0.065
C 1.1391 -2.3656 2.2725 -0.144
C 2.4921 -2.1109 1.5294 -0.294
C 3.3089 -3.3983 1.3724 -0.172
C 4.6685 -3.1677 0.7233 -0.063
C 3.2242 -1.1435 2.4507 -0.375
O 3.8527 -1.4790 3.4129 0.159
N 3.0205 0.2283 2.1958 0.241
C 2.4412 0.6578 1.0615 -0.517
O 2.2611 1.8943 0.7996 -0.088
N 2.0361 -0.1546 0.0872 0.064
C 2.1521 -1.5264 0.1634 -0.403
O 1.8917 -2.2230 -0.7920 0.117
H -0.7288 -3.4163 2.1687 0.084
H 0.5993 -4.2953 1.4241 0.083
H -0.1170 -2.9275 0.5819 0.056
H 1.4037 -2.7688 3.2518 0.131
H 0.6501 -1.4018 2.4537 0.123
H 2.7252 -4.0904 0.7684 0.114
H 3.4303 -3.8374 2.3632 0.130
H 4.5635 -2.7474 -0.2790 0.078
H 5.2070 -4.1092 0.6253 0.084
H 5.2906 -2.5000 1.3213 0.079
H 3.3965 0.8986 2.8536 0.183
```

F_max ... 0.488 eV Å⁻¹
LUMO (alpha / beta) ... -5.174 / -5.275 eV
Total charge ... +1
Frontier orbital gap (alpha / beta) ... 6.4 / 6.3 eV
Total energy ... -63691.4749 eV